Entry 1:
{
  "formula": "C40H53BrF6N2O2PSSbSe4SiTa",
  "method": "wB97M-V/def2-TZVPD",
  "homo_lumo_gap_ha": [0.1793, 0.1765],
  "homo_energy_ev": [-7.3, -7.3],
  "multiplicity": 2,
  "relative_energy_kj_mol": 0.0,
  "lumo_energy_ev": [-2.4, -2.4],
  "elements": ["Ta", "C", "C", "C", "C", "C", "C", "C", "N", "C", "C", "C", "C", "C", "C", "O", "C", "C", "C", "C", "C", "C", "C", "C", "C", "O", "C", "C", "C", "C", "C", "C", "H", "H", "H", "H", "H", "H", "H", "H", "H", "H", "H", "H", "H", "H", "H", "H", "H", "H", "H", "H", "H", "H", "H", "H", "H", "H", "H", "H", "H", "H", "H", "H", "H", "H", "H", "H", "H", "H", "H", "H", "S", "C", "N", "Se", "Sb", "Se", "Se", "Se", "C", "Si", "C", "C", "C", "C", "H", "H", "H", "H", "H", "H", "H", "H", "H", "F", "P", "F", "F", "F", "F", "F", "Br", "C", "C", "C", "C", "C", "C", "H", "H", "H", "H"],
  "coordinates": [[-1.402, -0.114, 1.216], [4.753, -0.432, 3.606], [4.499, -1.046, 2.217], [5.118, -0.133, 1.159], [5.171, -2.425, 2.121], [2.999, -1.186, 2.057], [2.320, -0.491, 1.101], [0.919, -0.622, 0.997], [0.208, -0.225, -0.093], [0.605, 0.609, -1.246], [2.026, 1.052, -1.492], [2.393, 1.491, -2.697], [1.477, 1.360, -3.829], [0.278, 0.755, -3.797], [-0.112, 0.078, -2.532], [-0.997, -0.722, -2.422], [-0.684, 0.752, -4.975], [-0.060, 1.356, -6.233], [-1.879, 1.639, -4.570], [-1.240, -0.642, -5.313], [3.731, 2.232, -2.851], [3.972, 2.722, -4.281], [3.710, 3.464, -1.932], [4.887, 1.308, -2.453], [0.151, -1.456, 2.115], [-1.135, -1.957, 1.674], [0.987, -2.332, 2.953], [2.313, -2.091, 2.959], [0.360, -3.510, 3.692], [-0.994, -3.220, 4.360], [0.160, -4.591, 2.607], [1.298, -4.048, 4.775], [5.823, -0.270, 3.743], [4.397, -1.080, 4.408], [4.248, 0.530, 3.704], [6.193, -0.069, 1.326], [4.720, 0.883, 1.218], [4.960, -0.520, 0.150], [6.253, -2.306, 2.196], [4.947, -2.903, 1.165], [4.856, -3.096, 2.919], [2.829, 0.108, 0.381], [2.672, 1.234, -0.650], [1.809, 1.775, -4.768], [0.268, 2.384, -6.070], [-0.812, 1.367, -7.021], [0.793, 0.768, -6.584], [-1.574, 2.673, -4.398], [-2.327, 1.253, -3.652], [-2.656, 1.605, -5.335], [-0.442, -1.365, -5.494], [-1.857, -0.561, -6.210], [-1.881, -1.016, -4.521], [3.220, 3.449, -4.592], [3.991, 1.899, -4.998], [4.943, 3.217, -4.323], [2.835, 4.084, -2.132], [4.606, 4.067, -2.093], [3.692, 3.183, -0.877], [4.941, 0.444, -3.118], [4.777, 0.946, -1.430], [5.834, 1.848, -2.511], [2.928, -2.674, 3.626], [-1.701, -2.709, 3.712], [-0.876, -2.634, 5.270], [-1.462, -4.171, 4.618], [-0.518, -4.256, 1.822], [-0.268, -5.488, 3.058], [1.112, -4.856, 2.142], [1.599, -3.256, 5.463], [2.192, -4.513, 4.354], [0.769, -4.810, 5.347], [-1.663, -3.625, -1.450], [-2.759, -3.391, -0.344], [-3.594, -3.028, 0.417], [-6.921, 1.151, -3.880], [-5.054, 0.816, -1.918], [-7.176, 0.740, -0.663], [-5.694, -0.855, -3.747], [-3.156, 0.186, -0.071], [-0.887, 5.318, 0.516], [-1.999, 4.311, -0.609], [-3.728, 4.373, 0.095], [-2.104, 5.060, -2.326], [-0.872, 2.843, -0.902], [-0.149, 1.892, -1.093], [-1.274, 6.331, 0.654], [0.133, 5.384, 0.136], [-0.859, 4.835, 1.497], [-3.734, 5.125, 0.884], [-4.024, 3.431, 0.553], [-4.449, 4.624, -0.684], [-2.537, 6.061, -2.237], [-2.785, 4.489, -2.962], [-1.132, 5.158, -2.811], [-0.137, 1.404, 1.963], [-0.045, 0.371, 3.429], [-0.531, 1.642, 4.216], [0.013, -0.457, 4.776], [1.462, 0.832, 3.550], [-2.364, 1.731, 1.896], [-1.772, -0.069, 3.301], [-7.584, -4.089, 4.817], [-6.344, -3.768, 3.424], [-5.299, -4.658, 3.234], [-4.373, -4.423, 2.231], [-4.506, -3.294, 1.428], [-5.556, -2.405, 1.628], [-6.486, -2.644, 2.627], [-5.214, -5.535, 3.860], [-3.554, -5.111, 2.069], [-5.641, -1.524, 1.004], [-7.318, -1.967, 2.753]]
}

Entry 2:
{
  "formula": "C40H53IN3O5",
  "method": "wB97M-V/def2-TZVPD",
  "homo_lumo_gap_ha": 0.2401,
  "homo_energy_ev": -10.6,
  "multiplicity": 1,
  "lumo_energy_ev": -4.1,
  "charge": 1,
  "elements": ["C", "C", "O", "C", "O", "C", "C", "C", "O", "C", "O", "C", "C", "C", "C", "I", "C", "C", "N", "C", "C", "C", "C", "N", "C", "C", "O", "C", "C", "C", "N", "H", "H", "H", "H", "H", "H", "H", "H", "H", "H", "H", "H", "H", "H", "H", "H", "H", "H", "H", "H", "H", "H", "H", "H", "H", "H", "H", "H", "H", "H", "H", "H", "H", "H", "H", "C", "C", "C", "C", "C", "C", "H", "H", "H", "H", "H", "H", "C", "C", "C", "C", "C", "C", "H", "H", "H", "H", "H", "H", "C", "C", "C", "C", "C", "C", "H", "H", "H", "H", "H", "H"],
  "coordinates": [[-1.257, -2.434, 1.116], [-2.730, -2.545, 0.706], [-2.976, -3.518, -0.322], [-2.907, -3.030, -1.563], [-2.014, -2.278, -1.889], [-3.933, -3.467, -2.576], [-4.177, -2.430, -3.687], [-3.156, -2.631, -4.812], [-3.092, -1.557, -5.771], [-2.487, -0.404, -5.424], [-2.854, 0.618, -5.921], [-1.326, -0.318, -4.473], [-1.385, 0.654, -3.501], [-0.397, 0.798, -2.554], [-0.542, 1.868, -1.478], [-2.565, 2.176, -0.868], [0.162, 3.165, -1.957], [1.395, 3.569, -1.116], [0.671, -0.018, -2.605], [1.761, 0.046, -1.605], [3.176, -0.245, -2.162], [4.209, 0.747, -1.560], [4.911, 0.174, -0.319], [6.172, -0.466, -0.738], [6.695, -1.224, 0.371], [6.383, -2.702, 0.435], [7.330, -0.659, 1.211], [0.759, -0.963, -3.556], [-0.198, -1.143, -4.518], [-0.008, -2.217, -5.597], [1.276, -2.084, -6.301], [-1.062, -2.667, 2.158], [-0.624, -2.998, 0.437], [-0.964, -1.392, 0.970], [-3.103, -1.565, 0.424], [-3.301, -2.879, 1.567], [-3.548, -4.387, -3.027], [-4.852, -3.749, -2.069], [-4.197, -1.412, -3.303], [-5.156, -2.682, -4.088], [-2.200, -2.896, -4.369], [-3.474, -3.501, -5.382], [-2.249, 1.298, -3.518], [-0.028, 1.501, -0.599], [0.499, 3.058, -2.986], [-0.537, 3.997, -1.958], [1.522, 2.946, -0.231], [2.297, 3.431, -1.712], [1.386, 4.617, -0.839], [1.795, 0.987, -1.078], [1.530, -0.710, -0.855], [3.466, -1.221, -1.777], [3.238, -0.191, -3.244], [4.985, 0.853, -2.315], [3.762, 1.711, -1.336], [5.090, 0.969, 0.399], [4.292, -0.586, 0.182], [6.004, -1.129, -1.489], [7.232, -3.195, 0.901], [5.527, -2.878, 1.083], [6.214, -3.112, -0.558], [1.605, -1.628, -3.582], [-0.109, -3.185, -5.109], [-0.786, -2.125, -6.347], [1.368, -1.117, -6.585], [2.023, -2.309, -5.656], [-0.002, -2.639, 6.186], [0.623, -2.401, 4.971], [1.770, -3.105, 4.630], [2.287, -4.054, 5.500], [1.660, -4.294, 6.715], [0.518, -3.584, 7.059], [-0.894, -2.087, 6.454], [0.216, -1.664, 4.289], [2.262, -2.915, 3.683], [3.179, -4.606, 5.234], [2.062, -5.034, 7.394], [0.033, -3.768, 8.009], [-2.874, 7.595, -3.301], [-3.935, 7.851, -4.158], [-4.776, 6.820, -4.551], [-4.561, 5.532, -4.082], [-3.502, 5.276, -3.223], [-2.656, 6.306, -2.836], [-2.217, 8.400, -2.997], [-4.107, 8.857, -4.519], [-5.600, 7.020, -5.224], [-5.220, 4.728, -4.386], [-3.333, 4.272, -2.854], [-1.826, 6.106, -2.168], [0.989, 0.995, 8.919], [0.235, -0.171, 8.920], [-1.056, -0.162, 9.429], [-1.597, 1.015, 9.930], [-0.844, 2.180, 9.926], [0.450, 2.170, 9.424], [1.997, 0.987, 8.525], [0.655, -1.086, 8.524], [-1.642, -1.072, 9.436], [-2.605, 1.022, 10.323], [-1.266, 3.098, 10.316], [1.039, 3.078, 9.427]]
}

Entry 3:
{
  "formula": "C40H54F18O20",
  "method": "wB97M-V/def2-TZVPD",
  "homo_lumo_gap_ha": 0.3915,
  "smiles": "CCOC(=O)C(F)(F)F.CCOC(=O)C(F)(F)F.CCOC(=O)C(F)(F)F.CCOC(=O)C(F)(F)F.CCOC(=O)C(F)(F)F.CCOC(=O)C(F)(F)F.O=C1CCCO1.O=C1CCCO1.O=C1CCCO1.O=C1CCCO1",
  "homo_energy_ev": -10.3,
  "multiplicity": 1,
  "relative_energy_kj_mol": 0.0,
  "lumo_energy_ev": 0.4,
  "elements": ["C", "C", "O", "C", "O", "C", "F", "F", "F", "H", "H", "H", "H", "H", "C", "C", "O", "C", "O", "C", "F", "F", "F", "H", "H", "H", "H", "H", "C", "C", "O", "C", "O", "C", "F", "F", "F", "H", "H", "H", "H", "H", "C", "C", "O", "C", "O", "C", "F", "F", "F", "H", "H", "H", "H", "H", "C", "C", "O", "C", "O", "C", "F", "F", "F", "H", "H", "H", "H", "H", "C", "C", "O", "C", "O", "C", "F", "F", "F", "H", "H", "H", "H", "H", "O", "C", "C", "C", "C", "O", "H", "H", "H", "H", "H", "H", "O", "C", "C", "C", "C", "O", "H", "H", "H", "H", "H", "H", "O", "C", "C", "C", "C", "O", "H", "H", "H", "H", "H", "H", "O", "C", "C", "C", "C", "O", "H", "H", "H", "H", "H", "H"],
  "coordinates": [[-2.626, -5.068, -8.065], [-1.136, -4.847, -7.917], [-0.842, -3.585, -7.287], [-1.141, -2.480, -7.978], [-1.360, -2.380, -9.144], [-1.169, -1.306, -6.971], [-2.482, -1.314, -6.551], [-0.361, -1.562, -5.943], [-0.907, -0.121, -7.480], [-3.120, -4.448, -8.817], [-3.038, -4.854, -7.071], [-2.776, -6.111, -8.394], [-0.628, -4.824, -8.867], [-0.565, -5.522, -7.267], [-0.730, 2.419, 2.017], [0.329, 3.357, 2.634], [1.249, 2.594, 3.440], [2.358, 3.226, 3.853], [2.589, 4.404, 3.708], [3.206, 2.240, 4.644], [3.205, 1.025, 4.022], [4.480, 2.711, 4.801], [2.642, 2.106, 5.809], [-1.519, 2.129, 2.684], [-0.237, 1.617, 1.521], [-1.221, 2.906, 1.147], [-0.135, 4.134, 3.216], [0.884, 3.795, 1.777], [5.300, -1.181, 0.609], [4.619, 0.239, 0.705], [5.525, 1.237, 1.219], [4.967, 2.427, 1.450], [3.770, 2.685, 1.337], [6.169, 3.318, 1.921], [6.676, 2.814, 3.077], [7.161, 3.248, 0.972], [5.875, 4.590, 2.108], [5.918, -1.182, -0.302], [4.553, -1.883, 0.679], [5.896, -1.490, 1.474], [3.887, 0.136, 1.520], [4.220, 0.425, -0.252], [-1.858, 1.005, 5.066], [-1.682, 2.083, 6.084], [-1.353, 3.418, 5.415], [-1.546, 4.466, 6.166], [-2.048, 4.499, 7.261], [-1.067, 5.761, 5.515], [-1.142, 6.865, 6.278], [0.214, 5.577, 5.129], [-1.860, 5.965, 4.434], [-2.659, 1.264, 4.353], [-1.991, 0.033, 5.564], [-0.896, 1.002, 4.460], [-0.816, 1.935, 6.766], [-2.571, 2.185, 6.697], [0.405, 2.174, -1.628], [1.768, 1.877, -1.227], [2.506, 3.184, -1.555], [3.758, 3.087, -1.710], [4.429, 2.087, -1.734], [4.406, 4.486, -1.893], [3.498, 5.527, -1.909], [5.325, 4.672, -0.876], [5.077, 4.538, -3.058], [0.102, 3.112, -1.113], [-0.294, 1.390, -1.465], [0.431, 2.320, -2.699], [2.179, 1.067, -1.819], [1.731, 1.665, -0.158], [-3.697, -0.623, -0.047], [-2.555, 0.232, -0.570], [-1.285, -0.141, 0.017], [-0.888, -1.361, -0.162], [-1.255, -2.255, -0.859], [0.405, -1.621, 0.689], [1.377, -0.674, 0.661], [-0.046, -1.794, 1.916], [1.039, -2.736, 0.350], [-3.627, -1.588, -0.554], [-4.653, -0.070, -0.315], [-3.646, -0.751, 1.016], [-2.718, 1.223, -0.308], [-2.446, 0.156, -1.626], [-3.767, 0.400, -4.513], [-3.375, 1.532, -4.343], [-3.415, 2.625, -5.368], [-3.774, 3.877, -4.487], [-3.229, 3.491, -3.146], [-3.152, 2.030, -3.128], [-2.437, 2.693, -5.812], [-4.063, 2.315, -6.169], [-3.218, 4.753, -4.902], [-4.856, 3.981, -4.478], [-2.251, 3.875, -2.926], [-3.822, 3.762, -2.318], [-4.352, -0.855, 4.590], [-5.473, -1.168, 4.714], [-6.451, -0.822, 5.811], [-7.749, -1.566, 5.409], [-7.278, -2.583, 4.357], [-5.921, -2.188, 3.969], [-6.052, -1.087, 6.775], [-6.537, 0.306, 5.964], [-8.081, -2.111, 6.301], [-8.497, -0.906, 5.149], [-7.169, -3.573, 4.682], [-7.848, -2.502, 3.407], [1.046, -0.979, -2.306], [1.915, -1.699, -2.714], [1.857, -2.691, -3.881], [3.005, -3.613, -3.584], [3.964, -2.777, -2.669], [3.097, -1.760, -2.082], [0.964, -3.200, -3.825], [1.953, -2.185, -4.821], [2.691, -4.475, -2.989], [3.467, -3.985, -4.544], [4.409, -3.445, -1.896], [4.722, -2.246, -3.221], [4.314, -4.489, -0.135], [3.465, -4.757, 0.653], [2.384, -5.809, 0.518], [1.700, -5.797, 1.875], [2.553, -4.913, 2.747], [3.458, -4.200, 1.846], [1.691, -5.580, -0.314], [2.884, -6.753, 0.300], [0.730, -5.411, 1.784], [1.746, -6.759, 2.295], [2.004, -4.182, 3.322], [3.209, -5.439, 3.513]]
}

Entry 4:
{
  "formula": "C40H55BBrN4O8S2SiTl",
  "method": "wB97M-V/def2-TZVPD",
  "homo_lumo_gap_ha": [0.1469, 0.2491],
  "homo_energy_ev": [-2.0, -4.8],
  "multiplicity": 2,
  "relative_energy_kj_mol": 64.2,
  "lumo_energy_ev": [2.0, 2.0],
  "charge": -1,
  "elements": ["Tl", "C", "C", "N", "C", "C", "N", "C", "O", "O", "C", "O", "O", "H", "H", "H", "H", "H", "O", "S", "O", "N", "C", "C", "C", "C", "C", "C", "C", "C", "N", "C", "C", "C", "C", "C", "C", "C", "H", "H", "H", "H", "H", "H", "H", "H", "H", "H", "H", "S", "C", "C", "C", "C", "C", "Si", "Br", "C", "C", "C", "C", "C", "C", "C", "C", "H", "H", "H", "H", "H", "H", "H", "H", "H", "H", "H", "H", "H", "H", "H", "H", "H", "H", "H", "H", "H", "H", "H", "H", "H", "H", "H", "C", "C", "C", "O", "B", "O", "C", "C", "C", "H", "H", "H", "H", "H", "H", "H", "H", "H", "H", "H", "H"],
  "coordinates": [[-0.021, 0.172, 0.303], [-1.083, -2.990, 2.984], [-1.729, -1.661, 3.146], [-1.629, -0.632, 2.325], [-2.321, 0.394, 2.892], [-2.878, -0.010, 4.051], [-2.497, -1.321, 4.210], [-3.747, 0.608, 5.053], [-4.135, 1.844, 4.795], [-4.081, -0.019, 6.037], [-2.356, 1.752, 2.294], [-3.160, 2.553, 2.839], [-1.581, 1.972, 1.337], [-0.906, -3.191, 1.931], [-1.712, -3.782, 3.394], [-0.119, -3.011, 3.496], [-2.744, -1.867, 5.021], [-3.722, 2.156, 3.951], [1.325, -4.679, 0.155], [1.697, -3.339, -0.213], [0.986, -2.939, -1.577], [1.581, -2.160, 0.702], [2.188, -2.119, 1.993], [2.933, -3.199, 2.478], [3.553, -3.124, 3.713], [3.449, -1.974, 4.476], [2.717, -0.863, 4.022], [2.607, 0.332, 4.769], [1.860, 1.398, 4.248], [1.238, 1.255, 3.038], [1.306, 0.124, 2.285], [2.052, -0.930, 2.749], [3.339, -3.433, -0.875], [4.062, -4.609, -0.767], [5.376, -4.632, -1.213], [5.944, -3.489, -1.757], [5.206, -2.314, -1.857], [3.899, -2.277, -1.407], [3.019, -4.104, 1.889], [4.126, -3.969, 4.073], [3.933, -1.910, 5.444], [3.103, 0.404, 5.729], [1.750, 2.325, 4.795], [0.620, 2.049, 2.634], [3.592, -5.484, -0.341], [5.956, -5.542, -1.133], [6.969, -3.510, -2.100], [5.653, -1.423, -2.279], [3.310, -1.370, -1.463], [3.551, 1.539, 0.207], [2.545, 1.429, -0.929], [-1.208, 5.754, -2.922], [-2.020, 4.975, -3.968], [-3.392, 4.701, -3.329], [-2.245, 5.899, -5.174], [-1.119, 3.333, -4.444], [-1.206, 2.093, -2.561], [-2.053, 2.289, -5.772], [-3.528, 2.120, -5.378], [-2.005, 2.922, -7.170], [-1.460, 0.876, -5.887], [0.776, 3.529, -4.776], [1.413, 2.179, -5.136], [1.523, 4.022, -3.523], [1.064, 4.516, -5.916], [-1.834, 6.561, -2.528], [-0.325, 6.220, -3.357], [-0.903, 5.134, -2.080], [-3.789, 5.648, -2.952], [-3.325, 4.015, -2.485], [-4.119, 4.308, -4.035], [-2.717, 6.824, -4.830], [-2.911, 5.455, -5.913], [-1.317, 6.173, -5.676], [-4.095, 3.039, -5.515], [-3.650, 1.786, -4.347], [-3.978, 1.365, -6.031], [-2.451, 3.915, -7.202], [-2.566, 2.290, -7.867], [-0.987, 2.996, -7.552], [-1.365, 0.385, -4.919], [-0.488, 0.866, -6.372], [-2.132, 0.272, -6.507], [1.164, 1.398, -4.418], [2.501, 2.299, -5.131], [1.135, 1.843, -6.135], [1.339, 3.384, -2.661], [1.281, 5.045, -3.255], [2.597, 3.987, -3.733], [0.594, 4.226, -6.856], [2.144, 4.559, -6.089], [0.737, 5.527, -5.672], [-2.720, -2.862, -4.427], [-1.962, -3.729, -3.442], [-1.801, -5.139, -3.994], [-0.622, -3.191, -3.302], [-0.309, -3.250, -1.980], [-1.320, -3.646, -1.162], [-2.530, -3.694, -1.978], [-3.309, -4.933, -1.576], [-3.345, -2.446, -1.684], [-2.213, -2.899, -5.390], [-2.762, -1.824, -4.103], [-3.737, -3.235, -4.560], [-1.242, -5.083, -4.928], [-2.768, -5.600, -4.195], [-1.246, -5.774, -3.304], [-2.675, -5.817, -1.567], [-4.144, -5.101, -2.257], [-3.711, -4.792, -0.573], [-2.781, -1.536, -1.892], [-3.601, -2.430, -0.630], [-4.266, -2.433, -2.268]]
}

Which value of multiplicity does entry 4 give?
2

Look up the multiplicity of the second one.
1